(1)
{"formula": "C36H106O18P", "method": "the ωB97M-V functional and the def2-TZVPD basis", "total_charge": -1, "fmax_ev_per_a": 1.2, "gap_ev": 5.1, "total_energy_ev": -85188.877, "lumo_ha": 0.055, "relative_energy_kcal_mol": 0.00, "molar_mass_g_mol": 858.2, "elements": ["P", "O", "O", "O", "O", "O", "O", "O", "O", "O", "O", "O", "O", "O", "O", "O", "O", "O", "O", "C", "C", "C", "C", "C", "C", "C", "C", "C", "C", "C", "C", "C", "C", "C", "C", "C", "C", "C", "C", "C", "C", "C", "C", "C", "C", "C", "C", "C", "C", "C", "C", "C", "C", "C", "C", "H", "H", "H", "H", "H", "H", "H", "H", "H", "H", "H", "H", "H", "H", "H", "H", "H", "H", "H", "H", "H", "H", "H", "H", "H", "H", "H", "H", "H", "H", "H", "H", "H", "H", "H", "H", "H", "H", "H", "H", "H", "H", "H", "H", "H", "H", "H", "H", "H", "H", "H", "H", "H", "H", "H", "H", "H", "H", "H", "H", "H", "H", "H", "H", "H", "H", "H", "H", "H", "H", "H", "H", "H", "H", "H", "H", "H", "H", "H", "H", "H", "H", "H", "H", "H", "H", "H", "H", "H", "H", "H", "H", "H", "H", "H", "H", "H", "H", "H", "H", "H", "H", "H", "H", "H", "H"], "xyz": [[-4.445, 0.520, -3.768], [0.485, -1.062, 4.690], [-3.311, -0.082, -5.027], [2.861, -2.843, -2.365], [-11.887, 0.777, -2.321], [-0.252, -3.865, 4.011], [7.079, 0.672, 2.746], [-1.725, 0.668, -8.603], [-7.277, 1.833, -1.345], [-5.773, 7.178, 1.717], [-5.451, 3.115, 3.718], [-3.365, 1.908, -3.584], [-2.019, -3.280, 0.307], [-0.069, -1.208, -0.016], [-0.740, -5.320, -2.812], [8.361, 4.370, 4.522], [9.122, -1.308, -3.162], [11.711, 3.698, 7.505], [5.141, -2.933, 0.958], [1.529, -3.481, -4.311], [10.378, 3.319, 7.182], [9.782, 2.352, 8.185], [1.506, -2.822, 0.855], [-5.550, 4.012, 2.606], [0.539, -5.039, 4.084], [8.303, 1.407, 2.739], [-2.626, -3.894, 1.444], [-2.001, -5.631, -3.400], [-4.463, 3.750, 1.582], [1.826, -3.720, -2.846], [-3.252, -0.356, -10.202], [4.646, -0.585, 1.323], [-0.482, -0.498, -3.103], [-3.549, -5.027, 1.046], [-13.076, 1.027, -1.587], [8.950, 5.853, 2.673], [-2.948, -4.447, -3.421], [9.462, 0.581, 3.265], [-6.613, 7.185, 0.567], [-14.241, 0.179, -2.062], [-5.901, 7.702, -0.667], [-1.239, -0.596, -4.196], [1.665, -4.921, 5.094], [-8.088, 1.838, -0.183], [-9.177, 0.781, -0.221], [7.961, 5.512, 3.770], [-2.025, 0.467, -4.954], [7.931, -1.558, -2.418], [1.631, -0.219, 4.622], [5.714, -1.633, 1.078], [-2.132, 1.818, -4.212], [2.916, -0.972, 4.909], [-2.859, -0.187, -8.745], [1.027, -1.382, 0.853], [6.924, -2.391, -3.186], [-3.475, 3.903, 2.023], [-3.522, 0.608, -10.643], [2.432, -3.636, -4.906], [8.198, 2.318, 3.333], [2.904, -1.394, 5.918], [9.284, 0.287, 4.303], [0.696, -3.478, 1.191], [-1.769, -5.954, -4.416], [-4.587, 3.252, 4.120], [9.216, 4.559, 4.926], [-8.535, 2.834, -0.054], [-12.049, 0.983, -3.248], [-0.775, -1.811, 0.257], [4.517, -2.924, 0.220], [-1.320, 1.910, -3.476], [0.424, -1.429, 5.579], [-2.588, -1.142, -8.299], [8.474, 1.686, 1.699], [6.895, 0.424, 3.659], [8.609, 6.713, 2.095], [-12.830, 0.797, -0.551], [3.944, -0.584, 0.486], [0.307, -3.119, 3.755], [-1.660, 0.559, -5.983], [-13.340, 2.090, -1.643], [-5.149, 1.258, -4.819], [0.750, -4.160, -4.655], [-5.485, 8.079, 1.894], [-2.007, 2.645, -4.929], [-1.793, -4.246, 2.051], [6.989, 5.257, 3.348], [6.031, -2.585, -2.590], [3.777, -0.307, 4.826], [-4.559, 4.416, 0.723], [9.584, -0.329, 2.676], [-2.512, -3.599, -3.950], [-4.372, -4.661, 0.428], [0.951, -5.282, 3.097], [12.255, 2.903, 7.516], [2.504, -1.954, -2.489], [-9.848, 0.945, -1.067], [-0.891, -5.032, -1.903], [-3.169, -3.146, 2.030], [-5.017, 7.100, -0.874], [-7.835, 1.989, -2.114], [-5.509, 5.045, 2.956], [-6.918, 6.149, 0.426], [-0.145, -5.840, 4.367], [2.240, -5.848, 5.149], [6.280, -1.390, 0.171], [9.928, 6.096, 3.096], [-1.418, -1.577, -4.634], [10.395, 1.147, 3.227], [-2.461, -6.479, -2.877], [2.348, -4.115, 4.817], [1.190, -2.455, -4.462], [8.754, 2.102, 7.919], [-3.974, -5.504, 1.931], [0.758, -1.075, 1.871], [1.810, -0.716, 0.489], [-0.558, -1.231, -2.309], [7.825, 6.371, 4.437], [1.519, 0.619, 5.318], [6.417, -1.678, 1.907], [7.480, -0.607, -2.113], [8.249, -2.081, -1.516], [-7.514, 7.778, 0.765], [-13.991, -0.880, -1.992], [1.641, 0.187, 3.612], [1.264, -4.699, 6.085], [-1.961, 1.529, -8.964], [10.360, 1.425, 8.219], [-4.515, 2.721, 1.227], [-2.420, -0.765, -10.778], [-7.408, 1.663, 0.651], [-2.699, -2.912, -0.271], [-3.007, -5.779, 0.469], [2.373, -2.985, 1.503], [-6.556, 7.667, -1.538], [-3.168, -4.127, -2.402], [0.925, -3.571, -2.248], [9.790, 2.790, 9.183], [2.185, -4.736, -2.684], [-5.580, 8.738, -0.523], [-3.891, -4.706, -3.905], [-4.109, -1.025, -10.300], [-6.534, 3.844, 2.167], [-8.732, -0.208, -0.339], [4.084, -0.830, 2.224], [5.068, 0.412, 1.432], [-9.770, 0.793, 0.697], [-14.480, 0.399, -3.105], [8.872, -0.834, -3.963], [-3.694, 0.219, -8.167], [-3.677, -0.242, -2.790], [9.802, 4.245, 7.167], [9.076, 5.006, 1.998], [6.611, -1.876, -4.098], [-5.301, 1.042, -2.760], [10.351, 2.883, 6.176], [0.079, 0.404, -2.885], [1.782, -3.122, -0.156], [-5.312, -0.616, -4.026], [7.365, -3.346, -3.474], [-15.133, 0.369, -1.462], [3.045, -1.793, 4.202]], "atomic_forces_ev_per_a": [[0.01, -0.01, -0.48], [0.11, -0.06, -0.08], [-0.23, 0.12, -0.25], [-0.15, 0.06, -0.09], [-0.08, 0.00, -0.11], [0.03, -0.02, 0.03], [0.18, 0.07, 0.11], [0.08, -0.13, -0.19], [-0.12, 0.01, 0.21], [0.03, 0.10, 0.06], [-0.09, 0.03, 0.04], [0.05, -0.05, 0.24], [0.02, 0.00, -0.20], [0.04, 0.19, 0.04], [-0.14, -0.12, 0.14], [0.08, 0.05, 0.09], [-0.01, 0.00, -0.04], [0.01, -0.01, 0.04], [0.07, -0.04, 0.00], [0.15, 0.01, -0.03], [0.04, -0.08, -0.08], [0.07, 0.02, 0.06], [0.00, -0.19, 0.05], [0.21, -0.04, 0.05], [0.09, 0.05, -0.10], [0.00, -0.05, 0.17], [-0.05, 0.06, -0.05], [0.00, 0.05, 0.02], [-0.04, -0.08, 0.02], [0.12, 0.11, 0.01], [0.09, -0.05, -0.01], [-0.07, -0.05, -0.12], [-0.09, 0.32, -0.02], [0.06, -0.03, -0.08], [-0.02, 0.05, -0.07], [0.02, -0.09, -0.01], [0.13, 0.03, -0.04], [-0.03, -0.08, -0.06], [0.01, 0.04, 0.00], [0.06, -0.07, -0.02], [0.08, -0.03, 0.04], [0.31, -0.06, -0.47], [-0.04, 0.06, 0.05], [-0.06, 0.16, -0.17], [0.07, -0.05, -0.07], [0.07, 0.03, 0.01], [0.18, -0.52, -0.06], [-0.09, 0.06, -0.04], [-0.01, 0.00, 0.15], [-0.23, -0.05, -0.16], [0.07, 0.13, -0.19], [-0.02, -0.08, -0.04], [-0.14, 0.33, 0.01], [-0.09, -0.17, 0.01], [0.07, -0.04, -0.04], [0.00, 0.05, -0.02], [-0.04, -0.01, 0.01], [-0.02, -0.03, -0.01], [0.01, 0.04, -0.10], [0.01, 0.03, 0.00], [0.02, 0.03, 0.01], [0.03, 0.00, 0.02], [-0.01, -0.03, 0.00], [-0.04, -0.05, -0.05], [-0.05, -0.01, -0.03], [-0.03, -0.04, 0.16], [0.03, -0.02, 0.05], [-0.01, -0.12, -0.02], [0.02, 0.00, 0.02], [0.04, 0.00, -0.05], [-0.04, -0.01, -0.07], [0.07, 0.03, 0.04], [-0.02, 0.01, -0.01], [-0.04, 0.02, -0.06], [0.00, 0.01, 0.00], [-0.01, 0.02, 0.01], [0.01, 0.06, 0.00], [-0.12, 0.08, 0.09], [0.18, 0.31, 0.10], [0.01, 0.00, 0.06], [0.07, -0.01, 0.05], [-0.02, 0.02, 0.02], [-0.02, -0.05, -0.06], [-0.04, -0.02, -0.04], [-0.06, -0.01, 0.07], [-0.01, 0.01, 0.01], [-0.01, 0.01, 0.00], [0.01, 0.01, 0.00], [0.01, 0.01, 0.00], [0.02, 0.01, -0.01], [-0.02, -0.01, 0.02], [-0.02, 0.01, 0.03], [-0.02, -0.04, 0.01], [-0.03, 0.06, 0.00], [0.11, 0.01, 0.07], [-0.02, 0.00, 0.06], [-0.03, 0.07, -0.10], [0.03, 0.01, 0.01], [-0.02, -0.01, -0.02], [0.12, -0.08, -0.03], [-0.05, 0.02, -0.05], [-0.01, 0.00, 0.00], [0.01, -0.02, -0.02], [0.01, 0.00, -0.01], [0.06, 0.05, 0.05], [-0.01, 0.03, 0.00], [-0.77, -0.15, 0.60], [0.00, 0.01, 0.01], [0.00, -0.02, -0.04], [0.01, -0.03, -0.02], [-0.09, 0.01, -0.01], [0.00, 0.00, -0.01], [-0.01, 0.00, 0.00], [0.06, 0.07, 0.06], [-0.02, 0.03, 0.06], [1.01, -0.58, -0.39], [-0.06, 0.00, -0.01], [0.01, 0.03, -0.04], [0.01, -0.04, 0.00], [-0.01, -0.03, 0.07], [0.02, 0.02, 0.00], [-0.03, -0.04, -0.01], [-0.01, 0.00, 0.01], [-0.01, 0.01, -0.03], [0.00, -0.02, 0.00], [-0.01, -0.02, 0.12], [-0.03, -0.02, -0.03], [-0.01, 0.02, -0.06], [-0.01, -0.02, 0.00], [0.00, 0.02, 0.01], [-0.04, 0.02, 0.06], [0.00, -0.01, 0.04], [-0.02, 0.10, 0.04], [-0.01, 0.00, 0.00], [-0.07, 0.04, 0.07], [-0.01, -0.03, -0.03], [-0.02, 0.00, 0.00], [0.00, 0.02, 0.07], [-0.03, 0.01, -0.01], [0.00, -0.01, 0.01], [-0.01, 0.01, 0.00], [-0.02, -0.04, 0.06], [0.01, 0.00, 0.03], [-0.04, 0.00, 0.05], [0.05, -0.03, -0.03], [0.01, 0.01, 0.01], [-0.02, 0.02, 0.01], [0.02, -0.05, 0.04], [-0.01, -0.12, 0.08], [-0.03, 0.07, 0.01], [0.02, 0.01, 0.00], [-0.01, 0.01, -0.01], [-0.03, 0.02, 0.02], [-0.04, 0.06, 0.04], [-0.08, 0.01, 0.00], [-0.70, 0.36, 0.52], [0.03, 0.00, -0.01], [0.10, -0.07, 0.12], [-0.01, -0.01, 0.02], [0.00, 0.01, 0.00], [0.01, 0.03, -0.01]]}



(2)
{"formula": "C8H6N2O", "method": "the ωB97M-V functional and the def2-TZVPD basis", "fmax_ev_per_a": 4.1, "gap_ev": 9.0, "smiles": "O=Cc1c[nH]c2ncccc12", "total_energy_ev": -13420.109, "lumo_ha": 0.009, "relative_energy_kcal_mol": 27.62, "molar_mass_g_mol": 146.1, "elements": ["O", "N", "N", "C", "C", "C", "C", "C", "C", "C", "C", "H", "H", "H", "H", "H", "H"], "xyz": [[3.642, -0.435, -0.222], [-2.109, 1.037, -0.131], [0.104, 1.809, 0.188], [-0.826, 0.803, -0.026], [-0.965, -1.573, 0.242], [1.358, 1.280, 0.155], [-2.344, -1.357, -0.010], [-2.830, -0.050, -0.223], [-0.143, -0.456, 0.117], [2.510, -0.955, -0.102], [1.229, -0.092, 0.075], [-0.544, -2.593, 0.514], [-3.068, -2.149, -0.108], [-3.886, 0.121, -0.343], [2.457, -2.068, -0.001], [-0.264, 2.813, -0.122], [2.281, 1.834, 0.067]], "atomic_forces_ev_per_a": [[-3.01, -1.25, 0.07], [0.42, 0.72, -0.27], [-1.83, 3.22, -1.85], [1.05, -0.47, 1.49], [-0.54, -1.11, -0.30], [-0.38, -0.79, -0.73], [0.95, 0.42, -0.10], [-0.53, -1.28, 0.51], [-1.09, 1.06, -0.61], [1.30, 2.01, 0.90], [3.40, -1.31, 0.29], [-0.70, 1.40, -0.58], [0.14, -0.29, 0.33], [-0.30, -0.20, -0.20], [-0.34, 0.57, -0.32], [1.69, -2.83, 1.18], [-0.23, 0.12, 0.20]]}